[1]
A structure of composition C6H9N3O2 at a distorted geometry, computed with the ωB97M-V functional and the def2-TZVPD basis.

Output
- Largest force on an atom: 5.33 eV/A
- Energy above the lowest of the compared OMol25 structures with the same formula, charge and spin: 278.55 kJ/mol
- 2S+1: 1
- HOMO-LUMO gap: 9.95 eV

```
20
Properties=species:S:1:pos:R:3:forces:R:3:nbo_charge:R:1
C -0.21758 -2.15530 -0.78359 1.2 0.8 0.9 -0.39
C 0.13411 -2.72074 -2.01877 -0.4 1.7 -0.5 -0.07
C 0.32972 -0.91022 -0.81008 0.9 5.2 0.3 0.16
C 1.89845 0.98482 0.42120 -0.5 -0.5 1.3 0.76
C -0.20322 1.86880 -0.12650 -2.4 1.0 -0.3 -0.67
C 0.38500 0.57593 0.38114 2.3 -3.7 -2.6 0.07
N 0.74994 -1.82232 -2.82719 -1.1 -1.5 1.0 -0.24
N 0.84987 -0.71808 -2.07741 0.0 -0.6 0.3 -0.36
N -0.03772 0.08136 1.70837 2.3 1.5 -1.7 -0.85
O 2.29017 1.34572 1.64050 0.0 0.2 0.6 -0.67
O 2.66121 1.09451 -0.47571 0.2 -0.2 -1.7 -0.58
H -0.53232 -2.55112 0.15480 -0.7 -0.7 0.0 0.22
H -0.34823 -3.60855 -2.32081 0.4 -1.1 -0.9 0.21
H 0.40972 2.52811 -0.79224 0.1 -1.0 0.9 0.26
H -1.15329 1.79551 -0.74215 0.8 -0.3 1.1 0.24
H -0.42719 2.39763 0.83559 0.0 0.2 -1.0 0.23
H 1.38037 0.02442 -2.53548 -0.3 -0.1 1.1 0.43
H 0.27976 -0.86812 1.79784 -0.1 -0.3 0.2 0.39
H -0.99903 0.14219 1.70830 -2.6 -0.2 0.5 0.37
H 1.53152 1.21361 2.22706 -0.1 -0.2 0.4 0.50
```
Positions in Å, forces in eV/Å.

***

[2]
The molecule C6H9N3S2 at a distorted geometry, computed with the ωB97M-V functional and the def2-TZVPD basis.

Output
- Largest force on an atom: 4.31 eV/A
- Energy above the lowest of the compared OMol25 structures with the same formula, charge and spin: 242.52 kJ/mol
- 2S+1: 1
- HOMO-LUMO gap (alpha / beta): 6.42 / 6.42 eV

```
20
Properties=species:S:1:pos:R:3:forces:R:3:nbo_charge:R:1
C 0.28745 1.06579 -0.34349 -0.4 -1.6 0.3 0.35
C -0.97416 0.40238 -0.41605 0.1 -1.2 -0.4 -0.66
C -1.08376 2.82000 -0.38725 -0.5 -1.5 0.2 0.34
C 0.25094 -1.84061 -0.03016 -2.2 -0.1 0.0 0.05
C 0.23671 -1.57371 1.42927 0.2 -0.6 1.4 -0.71
C 1.01047 -3.07819 -0.40924 0.2 0.7 0.6 -0.69
N 0.11725 2.41873 -0.34210 1.5 1.0 -0.4 -0.53
N 1.37230 0.35608 -0.20504 -3.5 -2.0 1.2 -0.75
N -1.40523 4.12635 -0.30347 -2.7 -0.1 0.6 -0.80
S -2.33013 1.46667 -0.41546 0.6 1.5 -0.1 0.27
S -0.98573 -1.20800 -1.02695 0.9 0.1 0.8 0.55
H 0.08466 -0.51313 1.69721 -0.5 -0.9 0.0 0.27
H 1.26525 -1.77047 1.66722 0.8 0.1 0.7 0.23
H -0.31710 -2.41437 2.09044 0.7 2.0 -1.8 0.23
H 0.85617 -3.86473 0.39386 0.5 0.9 -0.9 0.23
H 2.07217 -2.74703 -0.52821 -0.7 -0.7 0.3 0.25
H 0.64459 -3.42066 -1.35008 0.0 -0.6 -0.8 0.22
H 2.19947 0.72346 -0.44503 3.6 2.2 -1.1 0.35
H -0.87764 4.78984 -0.81539 0.5 0.4 -0.3 0.41
H -2.42368 4.26161 -0.26009 1.0 0.4 -0.3 0.39
```
Positions in Å, forces in eV/Å.

***

[3]
The ion C6H9N4S with charge +1 at a distorted geometry, computed with the ωB97M-V functional and the def2-TZVPD basis.

Output
- Total charge: +1
- Largest force on an atom: 6.31 eV/A
- Energy above the lowest of the compared OMol25 structures with the same formula, charge and spin: 0.00 kJ/mol
- 2S+1: 3
- HOMO-LUMO gap (alpha / beta): 7.96 / 5.06 eV

```
20
Properties=species:S:1:pos:R:3:forces:R:3:lowdin_spin:R:1
C 2.82908 0.13491 -1.38590 -2.1 -0.9 1.6 0.21
C 2.19841 0.25563 -2.61252 -2.4 1.5 -3.5 0.40
C 0.70011 0.07656 -0.95499 -1.5 0.5 -2.0 0.27
C 0.30754 0.00765 2.05378 0.6 1.0 -2.1 0.05
C -0.53101 0.09728 -0.27855 1.4 -1.1 4.2 0.29
C -3.21817 0.10322 0.24529 0.1 1.4 0.8 0.03
N 1.91001 -0.01348 -0.41054 2.6 0.1 0.5 0.17
N -0.50181 -0.30266 1.13447 -2.5 0.5 -5.8 0.09
N 0.82235 0.17195 -2.35892 2.8 -0.2 0.8 0.12
N 0.14390 -0.73786 3.08788 0.5 -1.8 4.5 0.06
S -2.01644 0.08847 -1.09840 -0.2 0.1 -0.3 0.26
H 3.85169 -0.00110 -1.24587 1.5 0.1 0.5 0.01
H 2.50045 0.61619 -3.67739 -0.2 -1.0 2.3 0.01
H 1.09376 0.76177 1.93647 -0.2 -0.1 0.7 0.00
H -4.18774 0.40645 -0.25815 1.2 -0.2 1.0 0.00
H -2.82807 0.77373 1.11096 -1.0 -0.7 -1.8 0.00
H -3.28598 -0.87674 0.69363 -0.1 -0.4 -0.2 0.01
H 0.15990 0.45522 -3.02506 -1.2 0.3 -0.7 0.00
H 0.49827 -0.41081 3.98779 0.0 -0.6 -0.4 0.00
H -0.44627 -1.60638 3.05601 0.8 1.7 -0.1 0.00
```
Positions in Å, forces in eV/Å.

***

[4]
A cluster of 2 separate species, C6H9N6O in total at a distorted geometry, computed with the ωB97M-V functional and the def2-TZVPD basis.

Output
- Total charge: +1
- Largest force on an atom: 3.72 eV/A
- Energy above the lowest of the compared OMol25 structures with the same formula, charge and spin: 23.64 kJ/mol
- 2S+1: 1
- HOMO-LUMO gap: 9.49 eV

```
22
Properties=species:S:1:pos:R:3:forces:R:3:nbo_charge:R:1
C -1.42360 1.38510 2.87570 0.0 -0.2 -0.4 -0.09
C -1.60749 0.85446 1.59259 0.4 0.1 0.3 -0.08
C 0.11911 1.54964 -1.28728 0.0 0.0 -0.3 0.25
C -1.76017 0.39200 -1.98169 0.4 -1.1 0.2 0.78
C 1.03597 0.38857 -1.43910 -1.9 -2.8 0.6 -0.52
C 0.10506 -0.96837 -1.14033 2.2 2.9 -0.7 0.64
N -0.15252 1.24057 3.19741 0.4 0.2 0.7 -0.19
N 0.39367 0.66108 2.16457 -0.3 -0.1 -0.2 -0.16
N -1.10494 1.51883 -1.59683 -0.1 1.2 0.0 -0.46
N -0.43573 0.39637 1.16289 0.0 -0.1 0.0 -0.33
N -1.15213 -0.85985 -1.46316 -0.6 -0.2 -0.2 -0.62
N 0.69543 -2.04767 -0.70687 -0.1 -0.5 0.1 -0.72
O -2.76605 0.29968 -2.59447 -0.2 0.0 -0.1 -0.45
H -2.12767 1.84413 3.53611 -0.1 0.1 0.2 0.24
H -2.50068 0.81372 1.00355 -0.1 -0.1 -0.2 0.23
H 0.52201 2.49110 -0.93381 0.1 0.1 0.1 0.22
H 1.38475 0.29473 -2.46924 0.0 0.0 0.0 0.28
H 1.88328 0.40265 -0.76284 0.0 0.0 0.1 0.25
H -1.79485 -1.64544 -1.39325 0.1 0.1 -0.1 0.44
H 0.18170 -2.90512 -0.53994 0.1 0.1 0.0 0.43
H 1.36277 0.38344 2.15054 -0.1 0.1 0.1 0.41
H 1.68567 -2.06576 -0.51032 -0.1 0.1 -0.1 0.44
```
Positions in Å, forces in eV/Å.

***

[5]
A structure of composition C6H9NO at a distorted geometry, computed with the ωB97M-V functional and the def2-TZVPD basis.

Output
- Largest force on an atom: 11.96 eV/A
- Energy above the lowest of the compared OMol25 structures with the same formula, charge and spin: 734.23 kJ/mol
- 2S+1: 1
- HOMO-LUMO gap: 8.54 eV

```
17
Properties=species:S:1:pos:R:3:forces:R:3:nbo_charge:R:1
C 1.25510 1.79671 0.28374 5.1 -1.5 1.4 0.45
C 0.21640 0.71092 0.56965 5.8 -0.2 6.2 -0.39
C -0.83672 0.81609 -0.23415 -9.1 5.7 -5.3 -0.42
C -1.25187 -0.45583 -0.88979 -2.1 -2.1 -1.0 -0.18
C 0.55426 -2.09092 0.71314 1.1 0.7 -6.6 -0.13
C 0.63118 -0.70206 0.19705 0.7 0.3 1.5 -0.05
H 0.62938 2.86227 -0.26546 2.7 -2.6 1.6 0.14
H -0.18288 0.79612 1.62301 1.3 -0.1 -0.6 0.25
H -1.69945 1.34688 0.32079 0.7 -1.3 -0.8 0.22
H -0.72601 1.62800 -1.00633 0.2 -0.7 0.1 0.20
H -0.95351 -0.52342 -1.99873 -0.3 0.0 1.4 0.17
H -2.33971 -0.64143 -0.76003 0.5 0.3 -0.7 0.21
H 1.16422 -2.73714 -0.07731 -1.2 0.6 2.4 0.20
H 0.52535 -2.33271 1.70682 -0.7 -0.7 2.2 0.21
H 1.06964 -0.56789 -0.73850 2.0 -0.2 -1.6 0.15
N -0.57479 -1.36121 -0.00227 0.4 -1.5 2.0 -0.52
O 2.51942 1.45562 0.55838 -7.3 3.4 -2.2 -0.53
```
Positions in Å, forces in eV/Å.

***

[6]
The molecule C6H9NO at a distorted geometry, computed with the ωB97M-V functional and the def2-TZVPD basis.

Output
- Largest force on an atom: 2.49 eV/A
- Energy above the lowest of the compared OMol25 structures with the same formula, charge and spin: 382.30 kJ/mol
- 2S+1: 1
- HOMO-LUMO gap: 7.81 eV

```
17
Properties=species:S:1:pos:R:3:forces:R:3:nbo_charge:R:1
C 0.24447 -2.33534 0.12396 0.2 -0.1 0.1 -0.66
C 0.53973 -0.87919 0.08914 0.4 0.0 -0.4 0.10
C 1.52750 -0.14955 -0.49219 -0.3 -0.3 0.5 -0.36
C 0.83622 1.15568 -0.15851 -1.8 -1.2 1.1 0.49
N 0.60573 2.17783 -1.02252 0.1 -0.3 0.1 -0.83
O 0.59411 1.28593 1.17627 0.4 0.1 0.5 -0.48
C -0.29512 0.19878 0.65649 1.2 1.6 -1.5 0.04
C -1.75589 0.44668 0.63443 -0.2 0.0 -0.1 -0.65
H 1.01420 -2.89910 -0.40231 0.0 0.0 0.0 0.22
H -0.71753 -2.54402 -0.35161 0.0 0.0 0.0 0.23
H 0.17750 -2.68127 1.15823 0.0 0.0 0.0 0.23
H 2.56874 -0.34544 -0.69471 0.1 -0.1 -0.1 0.21
H 1.17710 2.19186 -1.85659 -0.6 0.4 0.2 0.41
H -0.06204 2.87907 -0.72904 0.4 0.1 -0.5 0.41
H -2.08415 0.86776 -0.32858 0.0 0.0 0.1 0.20
H -2.08559 1.12829 1.42085 0.2 -0.1 0.0 0.23
H -2.28498 -0.49798 0.77670 -0.1 0.0 0.0 0.22
```
Positions in Å, forces in eV/Å.

***

[7]
A structure of composition C6H9NO at a distorted geometry, computed with the ωB97M-V functional and the def2-TZVPD basis.

Output
- Largest force on an atom: 4.43 eV/A
- Energy above the lowest of the compared OMol25 structures with the same formula, charge and spin: 282.16 kJ/mol
- 2S+1: 1
- HOMO-LUMO gap: 9.90 eV

```
17
Properties=species:S:1:pos:R:3:forces:R:3:nbo_charge:R:1
C 0.27678 0.56010 -0.02654 0.2 2.2 0.1 0.02
C 0.04438 -0.16248 1.32502 -1.3 0.6 1.0 -0.38
C -0.68884 -1.15843 0.29170 0.2 -1.3 2.1 -0.28
C -1.75271 -0.34248 -0.29000 -3.1 2.9 -1.0 -0.20
C -1.12997 0.84400 -0.51783 -0.5 -0.6 0.2 -0.21
C 0.42161 -0.78462 -0.64397 1.4 -2.4 -1.6 0.11
H 1.38023 1.93193 0.82352 0.4 0.7 0.5 0.36
H 1.09250 2.34347 -0.76273 0.2 -1.1 1.0 0.36
H -0.65547 0.35229 2.04413 0.6 -0.4 -0.8 0.20
H 0.96941 -0.42859 1.89566 -0.7 -0.4 -1.0 0.23
H -0.92897 -2.18000 0.51737 0.2 -0.5 0.2 0.22
H -2.89179 -0.49115 -0.50974 2.5 -0.3 0.6 0.23
H -1.42753 1.77343 -1.00199 -0.2 -0.3 0.2 0.22
H 0.12296 -0.97534 -1.68352 0.5 0.5 -0.1 0.17
H 2.22759 -1.40561 -1.05741 -0.1 0.1 0.2 0.48
N 1.31503 1.56147 -0.09917 -0.4 0.5 -1.3 -0.82
O 1.62479 -1.43795 -0.30449 0.3 -0.3 -0.3 -0.72
```
Positions in Å, forces in eV/Å.

***

[8]
The molecule C6H9NO at a distorted geometry, computed with the ωB97M-V functional and the def2-TZVPD basis.

Output
- Largest force on an atom: 1.05 eV/A
- Energy above the lowest of the compared OMol25 structures with the same formula, charge and spin: 319.43 kJ/mol
- 2S+1: 1
- HOMO-LUMO gap (alpha / beta): 7.10 / 6.94 eV

```
17
Properties=species:S:1:pos:R:3:forces:R:3:nbo_charge:R:1
C -0.24648 1.19466 -0.13359 -0.9 0.0 0.6 -0.40
C 1.09662 1.01996 -0.22235 0.3 0.7 -0.3 0.05
C 2.07870 0.07018 -0.12642 0.1 -0.7 -0.3 0.49
C -1.13736 0.14613 0.01717 0.4 0.2 -0.4 0.26
C -0.66690 -1.22681 0.28797 0.0 -0.1 0.1 -0.71
C -2.56518 0.33645 -0.35499 0.0 0.1 0.2 -0.67
N 3.18113 0.13850 0.67508 -0.1 -0.2 0.2 -0.83
O 1.89733 -0.82620 -0.98314 0.6 -0.1 0.0 -0.64
H -0.64951 2.17112 -0.37780 -0.2 0.1 -0.1 0.21
H -1.48871 -1.93087 0.36064 -0.1 -0.1 0.1 0.21
H -0.06690 -1.25533 1.19969 0.0 0.0 0.0 0.25
H 0.02137 -1.54000 -0.50855 -0.1 0.0 0.0 0.30
H -3.21215 -0.23153 0.31234 0.0 -0.1 0.0 0.23
H -2.73574 -0.03765 -1.36672 0.0 -0.1 0.0 0.24
H -2.84736 1.38622 -0.32790 0.0 0.1 -0.1 0.22
H 3.36653 1.00097 1.15337 0.1 0.1 0.0 0.39
H 3.97462 -0.41582 0.39521 -0.1 0.0 0.0 0.40
```
Positions in Å, forces in eV/Å.

***

- What is the largest force on an atom in the fourth record?
  3.72 eV/A